# CH4IN

A cluster of 2 separate species, CH4IN in total at a distorted geometry (ωB97M-V/def2-TZVPD, the OMol25 dataset).

Cartesian coordinates (Å):
C -0.8420 0.6460 -0.4986
N 1.1294 -0.3307 0.6507
I 1.0794 -1.6701 2.0309
H -1.6829 0.7507 0.1633
H -0.3554 1.5710 -0.7966
H -0.9084 -0.1304 -1.3268
H 1.5798 -0.8364 -0.2229

Atomic forces in eV per Å
C 0.5 -1.1 -1.6
N 0.9 0.9 -3.7
I -0.3 -1.5 1.4
H 0.0 -0.3 0.3
H 0.1 -0.3 0.3
H 0.0 1.0 1.4
H -1.3 1.2 1.9

Output
Orbital gap (alpha / beta) (eV): 8.67 / 7.47
LUMO energy (alpha / beta) (Eh): -0.0061 / -0.0308
HOMO energy (alpha / beta) (eV): -8.84 / -8.31



# CH4IN2

A structure of composition CH4IN2 at a distorted geometry (ωB97M-V/def2-TZVPD, the OMol25 dataset).

Cartesian coordinates (Å):
C 1.2202 0.5780 -0.2400
N 0.6069 -0.4049 -0.3837
N 3.0523 -1.9385 0.5738
I 3.6573 -0.0129 -0.2490
H 1.0508 1.6443 0.2086
H 0.7414 -1.4053 -0.5800
H 3.2368 -1.4665 1.3836
H 3.9898 -2.4619 0.6454

Atomic forces in eV per Å
C -0.3 1.9 1.7
N -0.8 -1.1 -0.4
N 2.2 -0.1 -2.7
I 0.5 -0.6 -0.4
H 0.7 -1.9 -1.3
H 0.0 0.6 0.1
H -0.8 0.9 4.2
H -1.4 0.3 -1.2

Output
Orbital gap (eV): 9.14
LUMO energy (Eh): -0.2135
Charge: +1
HOMO energy (eV): -14.95



Energy per entry: -10688.0743 -12171.8657 eV
Energy relative to the best compared isomer or geometry (same formula, charge and spin) per entry: 3.4098 4.0597 eV